Computed, not measured: a structure of composition C39H35N4OPRu, with wB97M-V/def2-TZVPD.

Properties
- ⟨S²⟩: 1.014
- Multiplicity: 2
- Energy: -2236.6916 Eh
- HOMO-LUMO gap (spin up / spin down): 5.4414 / 5.2412 eV
- Net charge: +3
- E_HOMO (spin up / spin down): -15.743 / -15.574 eV

Atoms and positions in Å:
Ru  -0.1929  0.3962  0.1383
C  4.2266  0.9105  0.1526
C  4.5939  0.3723  1.3797
C  3.6162  -0.0045  2.2905
C  2.2699  0.1512  1.9504
N  1.9473  0.6629  0.7536
C  2.8740  1.0371  -0.1178
C  1.1416  -0.2602  2.8185
C  1.3188  -0.5267  4.1675
C  0.2412  -1.0170  4.9046
C  -0.9721  -1.2171  4.2952
C  -1.1433  -0.8594  2.9373
N  -0.0750  -0.3927  2.2484
C  -2.4445  -0.9369  2.3197
C  -3.5856  -0.8360  3.1292
C  -4.8399  -0.5789  2.6361
C  -4.9965  -0.4394  1.2378
C  -3.9361  -0.6514  0.4283
N  -2.6329  -0.9211  0.8969
H  4.9633  1.2180  -0.5735
H  5.6371  0.2517  1.6297
H  3.9055  -0.4338  3.2367
H  2.5183  1.4615  -1.0544
H  2.2650  -0.3560  4.6494
H  0.3612  -1.2504  5.9510
H  -1.7717  -1.6658  4.8590
H  -3.4628  -0.8771  4.1985
H  -5.6826  -0.4511  3.2934
H  -5.9589  -0.1953  0.8160
H  -4.0320  -0.6293  -0.6509
C  -2.5010  2.5338  1.9392
C  -1.7326  3.5060  1.0500
C  -0.2486  3.4436  1.3997
C  -1.9352  3.1840  -0.4402
C  -3.3941  3.2080  -0.9546
O  -3.5077  2.0131  -1.7410
C  -2.4223  1.3061  -1.5491
N  -1.5116  1.8245  -0.7936
C  -2.1549  0.1152  -2.3758
C  -2.1304  0.3993  -3.7426
C  -1.7360  -0.5498  -4.6684
C  -1.3944  -1.8223  -4.2353
C  -1.4438  -2.1263  -2.8874
C  -1.8065  -1.1721  -1.9259
P  -1.8254  -1.9333  -0.2531
C  -0.1215  -2.3364  0.2168
C  0.0727  -3.2459  1.2655
C  1.3430  -3.7146  1.5437
C  2.4197  -3.2986  0.7680
C  2.2349  -2.3990  -0.2729
C  0.9688  -1.9009  -0.5600
C  -2.6247  -3.5477  -0.3480
C  -3.9683  -3.7384  -0.0357
C  -4.5238  -4.9996  -0.1595
C  -3.7607  -6.0679  -0.6087
C  -2.4213  -5.8774  -0.9161
C  -1.8464  -4.6311  -0.7797
H  -2.2091  2.6652  2.9760
H  -2.2556  1.5094  1.6317
H  -3.5754  2.6796  1.8871
H  -2.0832  4.5305  1.2138
H  0.1274  2.4077  1.2235
H  -0.1007  3.6735  2.4522
H  0.3443  4.1405  0.8129
H  -1.3020  3.8732  -1.0182
H  -3.6275  4.0660  -1.5851
H  -4.1329  3.1443  -0.1509
H  -2.4093  1.3902  -4.0671
H  -1.6954  -0.2978  -5.7144
H  -1.0933  -2.5779  -4.9435
H  -1.1974  -3.1302  -2.5724
H  -0.7752  -3.5907  1.8438
H  1.4937  -4.4240  2.3437
H  3.4028  -3.6994  0.9604
H  3.0769  -2.1084  -0.8831
H  0.8147  -1.2785  -1.4556
H  -4.5768  -2.9192  0.3176
H  -5.5589  -5.1470  0.0988
H  -4.2045  -7.0468  -0.7090
H  -1.8199  -6.7060  -1.2559
H  -0.7927  -4.5019  -0.9869

Computed, not measured: a structure of composition C39H36AsN6O4PSSc, with wB97M-V/def2-TZVPD.

Properties
- Energy: -5873.3601 Eh
- HOMO-LUMO gap: 6.9550 eV
- Net charge: +1
- E_HOMO: -10.794 eV
- Energy above the lowest of the compared OMol25 structures with the same formula, charge and spin: 0.00 kJ/mol

Atoms and positions in Å:
Sc  -0.3046  0.5813  -0.7240
N  -2.0058  2.3657  2.9829
C  -1.8728  1.7597  1.7840
S  -1.1788  2.7116  0.4986
N  -2.2827  0.5048  1.7049
N  -2.0929  0.0258  0.4440
C  -2.8701  -0.8726  -0.0355
C  -2.7257  -1.1697  -1.4680
C  -3.5552  -2.0687  -2.1229
C  -3.4398  -2.2046  -3.4989
C  -2.5024  -1.4447  -4.1804
C  -1.6907  -0.5828  -3.4549
N  -1.7969  -0.4438  -2.1342
H  -1.9014  3.3644  3.0320
H  -2.5781  1.9088  3.6755
H  -3.6785  -1.3029  0.5494
H  -4.2787  -2.6391  -1.5617
H  -4.0797  -2.8926  -4.0326
H  -2.3904  -1.5153  -5.2513
H  -0.9234  0.0157  -3.9372
C  1.3054  0.8032  3.0989
C  2.0279  0.9716  1.8166
N  1.5089  0.8742  0.5973
C  2.5162  1.2149  -0.2799
C  3.6540  1.4973  0.4167
N  3.3227  1.3293  1.7348
C  5.0609  1.8452  0.0742
O  5.3577  1.9268  -1.2061
O  5.8521  2.0023  0.9675
C  2.2457  1.3313  -1.7343
O  3.1463  1.5323  -2.5304
O  0.9881  1.1850  -2.0492
H  0.7488  -0.1315  3.1199
H  0.5883  1.6156  3.2220
H  1.9989  0.8164  3.9349
H  3.9840  1.4786  2.4863
H  4.5675  1.7592  -1.7829
C  0.7183  -2.8824  -2.5371
C  1.3589  -4.2651  -2.5247
As  1.6612  -4.8848  -4.3900
C  2.4229  -6.6311  -3.9878
C  2.3668  -7.5933  -4.9912
C  2.8822  -8.8637  -4.7824
C  3.4464  -9.1885  -3.5601
C  3.4961  -8.2410  -2.5486
C  2.9887  -6.9691  -2.7611
C  3.2710  -3.7898  -4.5904
C  4.5370  -4.1854  -4.1756
C  5.6030  -3.3012  -4.2414
C  5.4154  -2.0108  -4.7122
C  4.1599  -1.6107  -5.1415
C  3.0981  -2.5021  -5.0919
P  0.7815  -1.9846  -0.9415
C  2.5169  -2.2510  -0.4773
C  3.4772  -1.7350  -1.3499
C  4.8244  -1.9401  -1.1095
C  5.2246  -2.6543  0.0114
C  4.2759  -3.1771  0.8751
C  2.9240  -2.9859  0.6308
C  -0.2363  -2.9225  0.2369
C  -0.2249  -2.5115  1.5694
C  -1.1020  -3.0551  2.4892
C  -2.0208  -4.0126  2.0827
C  -2.0468  -4.4258  0.7602
C  -1.1607  -3.8842  -0.1603
H  -0.3083  -2.8904  -2.9154
H  1.2824  -2.2289  -3.2153
H  0.7730  -5.0027  -1.9782
H  2.3402  -4.2024  -2.0561
H  1.9176  -7.3489  -5.9479
H  2.8384  -9.5996  -5.5728
H  3.8438  -10.1793  -3.3931
H  3.9341  -8.4926  -1.5923
H  3.0436  -6.2414  -1.9594
H  4.6996  -5.1885  -3.8045
H  6.5859  -3.6241  -3.9256
H  6.2494  -1.3249  -4.7626
H  4.0105  -0.6128  -5.5299
H  2.1285  -2.1937  -5.4683
H  3.1840  -1.1945  -2.2415
H  5.5566  -1.5487  -1.8005
H  6.2753  -2.8097  0.2056
H  4.5856  -3.7482  1.7377
H  2.1949  -3.4235  1.2989
H  0.4870  -1.7570  1.8843
H  -1.0795  -2.7267  3.5183
H  -2.7132  -4.4342  2.7950
H  -2.7542  -5.1789  0.4424
H  -1.2056  -4.2113  -1.1890

Computed, not measured: a structure of composition C39H36BrKN10O5S2, with wB97M-V/def2-TZVPD.

Properties
- Energy: -6401.8671 Eh
- HOMO-LUMO gap: 2.9596 eV
- Net charge: -2
- E_HOMO: 0.592 eV
- Energy above the lowest of the compared OMol25 structures with the same formula, charge and spin: 377.48 kJ/mol

Atoms and positions in Å:
K  -0.0950  0.5566  0.3620
O  4.4559  0.9166  5.0276
C  3.5139  -0.0927  5.1223
C  3.6799  -1.1240  6.0340
C  2.7251  -2.1320  6.1096
C  1.6179  -2.0927  5.2787
C  1.4717  -1.0438  4.3775
C  2.4104  -0.0327  4.2729
C  2.1561  1.1098  3.2586
O  1.0367  1.0153  2.6131
N  3.3733  1.0845  2.3235
N  3.1389  1.3117  1.0389
C  4.1020  1.7163  0.2982
C  3.9441  1.9334  -1.1396
Br  2.2710  1.5418  -1.8736
C  5.0035  2.3964  -1.8379
C  5.1967  2.7189  -3.2542
C  4.1758  2.8599  -4.2015
C  4.4789  3.1790  -5.5166
C  5.7899  3.3679  -5.9262
C  6.8153  3.2400  -4.9972
C  6.5166  2.9231  -3.6843
H  5.1475  0.7464  5.6756
H  4.5550  -1.1409  6.6783
H  2.8519  -2.9406  6.8206
H  0.8676  -2.8732  5.3279
H  0.6231  -0.9488  3.7096
H  2.2877  2.0643  3.8404
H  4.2234  1.5090  2.6882
H  5.0994  1.9297  0.7019
H  5.9052  2.5519  -1.2502
H  3.1453  2.7256  -3.9124
H  3.6686  3.2834  -6.2280
H  6.0119  3.6173  -6.9571
H  7.8472  3.3871  -5.2934
H  7.3186  2.8253  -2.9611
N  -4.3729  -6.9131  -1.7276
C  -4.1044  -5.5210  -1.7130
C  -3.8041  -4.8723  -0.5176
C  -3.5133  -3.5179  -0.5141
C  -3.5018  -2.7950  -1.6969
C  -3.7845  -3.4403  -2.8879
C  -4.0903  -4.7934  -2.8982
S  -3.1099  -1.0513  -1.6404
O  -3.8853  -0.5462  -0.5270
O  -3.4115  -0.5198  -2.9528
N  -1.5975  -0.9862  -1.1965
C  -0.6296  -1.6213  -1.8773
N  -0.8856  -2.3114  -3.0137
C  0.1282  -2.9492  -3.5684
C  1.4159  -2.9364  -3.0596
C  1.5865  -2.1828  -1.9032
N  0.6062  -1.5350  -1.3120
H  -4.7823  -7.2254  -0.8580
H  -4.9876  -7.1660  -2.4890
H  -3.7995  -5.4281  0.4143
H  -3.2990  -3.0140  0.4210
H  -3.7483  -2.8699  -3.8059
H  -4.3061  -5.2936  -3.8368
H  -0.0938  -3.5044  -4.4789
H  2.2335  -3.4524  -3.5422
H  2.5659  -2.0817  -1.4403
N  -3.5967  0.4134  3.4757
C  -3.9102  1.7325  3.2044
C  -4.8315  2.6251  3.7480
C  -4.8510  3.8938  3.1971
C  -3.9919  4.2697  2.1514
C  -3.0755  3.3881  1.6073
C  -3.0579  2.1070  2.1603
N  -2.2505  1.0355  1.8068
C  -2.5947  0.0689  2.5926
C  -2.0192  -1.2881  2.5625
C  -2.4344  -2.3395  3.3352
S  -1.5259  -3.7344  2.9530
C  -0.6536  -2.8167  1.8024
N  -0.9904  -1.5737  1.6944
H  -4.0223  -0.1727  4.1670
H  -5.5018  2.3528  4.5545
H  -5.5537  4.6238  3.5842
H  -4.0457  5.2793  1.7615
H  -2.3905  3.6749  0.7998
H  -3.2228  -2.3563  4.0684
H  0.1355  -3.2352  1.1942
N  -1.9004  2.3196  -4.0970
C  -1.2527  1.9899  -2.9119
O  -0.2979  1.2234  -2.9488
C  -1.7658  2.6558  -1.6648
C  -0.8192  3.6833  -1.0397
H  -1.7361  1.6231  -4.8094
H  -2.8696  2.5653  -3.9676
H  -1.9604  1.8243  -0.9809
H  -2.7621  3.0856  -1.8598
H  -0.1662  3.2760  -0.2634
H  -0.2452  4.2434  -1.7816

Computed, not measured: a structure of composition C39H36ClCrN3Si2, with wB97M-V/def2-TZVPD.

Properties
- ⟨S²⟩: 6.064
- Multiplicity: 5
- Energy: -3755.5552 Eh
- HOMO-LUMO gap (spin up / spin down): 4.0913 / 7.1538 eV
- E_HOMO (spin up / spin down): -3.859 / -7.094 eV
- Energy above the lowest of the compared OMol25 structures with the same formula, charge and spin: 335.82 kJ/mol

Atoms and positions in Å:
C  0.7844  4.6889  -1.1946
C  1.2982  3.4890  -1.7831
C  0.1862  2.6664  -2.1589
H  2.3399  3.2928  -2.0507
C  -1.0192  3.3378  -1.7497
C  -0.6384  4.6071  -1.1953
H  -1.3305  5.4094  -0.9313
H  1.3689  5.5803  -0.9436
H  0.2271  1.7482  -2.7382
H  -2.0313  2.9872  -1.9485
Cr  0.1833  2.8102  0.0216
Si  -0.0083  0.0919  0.2464
C  1.6841  -0.5184  -0.1466
C  2.4584  -1.2679  0.7534
H  2.1367  -1.3822  1.7855
C  3.6204  -1.9021  0.3167
H  4.1387  -2.6016  0.9754
C  4.1161  -1.6592  -0.9696
H  5.0279  -2.1512  -1.3120
C  3.4401  -0.7741  -1.8122
H  3.8406  -0.5176  -2.7946
C  2.2305  -0.2078  -1.4068
H  1.7113  0.4815  -2.0851
C  -1.3570  -0.1403  -0.9843
C  -1.0989  -0.7649  -2.2109
H  -0.0904  -1.0984  -2.4558
C  -2.1374  -0.9349  -3.1332
H  -1.9121  -1.3994  -4.0952
C  -3.4324  -0.5113  -2.8295
H  -4.2325  -0.6386  -3.5586
C  -3.7085  0.0487  -1.5770
H  -4.7241  0.3304  -1.3013
C  -2.6686  0.2537  -0.6653
H  -2.8936  0.7290  0.2928
H  -0.0246  1.3996  1.0501
Si  -0.8423  -3.6156  1.2960
C  -2.3070  -4.2774  0.3545
C  -2.2029  -5.4251  -0.4681
H  -1.3036  -6.0443  -0.4380
C  -3.2347  -5.7654  -1.3488
H  -3.1126  -6.6121  -2.0221
C  -4.4154  -5.0190  -1.3846
H  -5.2125  -5.2717  -2.0921
C  -4.5626  -3.9444  -0.5035
H  -5.4787  -3.3544  -0.5118
C  -3.5450  -3.6004  0.3912
H  -3.7077  -2.7912  1.1066
C  0.6737  -4.4839  0.6575
C  1.2941  -4.2305  -0.5763
H  0.9946  -3.3689  -1.1671
C  2.3333  -5.0559  -1.0297
H  2.8341  -4.8240  -1.9686
C  2.7481  -6.1673  -0.2936
H  3.5280  -6.8379  -0.6746
C  2.1559  -6.4096  0.9524
H  2.4805  -7.2629  1.5487
C  1.1573  -5.5595  1.4424
H  0.7387  -5.7295  2.4347
H  -0.9824  -3.8429  2.7586
Cl  -0.8241  -1.2792  1.7276
N  0.7587  5.2665  2.1218
C  1.9020  4.4878  1.9082
C  3.1099  4.9440  2.4555
C  4.2794  4.2591  2.1590
C  4.2003  3.1003  1.3672
C  2.9583  2.6543  0.9358
N  1.8115  3.3521  1.1879
C  -0.5806  4.8690  2.1475
C  -1.4724  5.6435  2.9018
C  -2.8282  5.3132  2.9075
C  -3.2376  4.2229  2.1221
C  -2.3077  3.5091  1.3919
N  -0.9672  3.7908  1.4409
H  0.9409  6.1168  2.6484
H  3.0814  5.8531  3.0609
H  5.2462  4.6287  2.5021
H  5.0884  2.5442  1.0744
H  2.8284  1.7230  0.3787
H  -1.0776  6.5002  3.4338
H  -3.5501  5.8969  3.4682
H  -4.2879  3.9331  2.0556
H  -2.5883  2.6824  0.7290

Computed, not measured: a structure of composition C39H37As2ClIN5NaO4S2, with wB97M-V/def2-TZVPD.

Properties
- Energy: -8271.2974 Eh
- HOMO-LUMO gap: 6.8973 eV
- Net charge: -1
- E_HOMO: -4.737 eV
- Energy above the lowest of the compared OMol25 structures with the same formula, charge and spin: 12.44 kJ/mol

Atoms and positions in Å:
Na  2.5581  1.1514  -1.9970
C  -2.2918  0.3300  1.3104
C  -1.5168  1.6083  1.3403
As  -0.3793  2.0940  -0.2677
C  -1.8458  1.9827  -1.5685
C  -3.1386  2.3808  -1.1995
C  -4.1499  2.3683  -2.1066
C  -3.9069  2.0685  -3.4392
C  -2.6697  1.6876  -3.8273
C  -1.5905  1.7104  -2.9195
C  -0.6531  4.0550  0.1086
C  -1.5594  4.8837  -0.6064
C  -1.8250  6.1988  -0.2532
C  -1.2064  6.7041  0.8505
C  -0.3343  5.9171  1.5992
C  -0.1005  4.5885  1.2899
As  -1.0574  -1.1743  1.6115
C  -1.5428  -2.3030  0.0746
C  -1.7937  -1.8088  -1.1880
C  -1.8962  -2.6518  -2.2777
C  -1.8358  -4.0131  -2.1282
C  -1.5844  -4.4981  -0.8637
C  -1.4523  -3.6734  0.2290
C  -2.1146  -2.1310  2.9203
C  -3.4210  -2.5041  2.6969
C  -4.1780  -2.8711  3.8515
C  -3.6240  -2.9093  5.1375
C  -2.2680  -2.6509  5.3086
C  -1.5344  -2.2741  4.2143
H  -2.7863  0.1138  0.3419
H  -3.0664  0.1948  2.0287
H  -0.8524  1.5079  2.1448
H  -2.2065  2.4402  1.4474
H  -3.2265  2.7337  -0.1653
H  -5.1510  2.6917  -1.8202
H  -4.7370  1.8661  -4.1164
H  -2.4486  1.3167  -4.8489
H  -0.6805  1.1481  -3.1037
H  -2.0087  4.4477  -1.4962
H  -2.5479  6.7597  -0.8056
H  -1.6094  7.7276  1.2082
H  0.0141  6.2550  2.5675
H  0.5484  3.9971  1.9449
H  -1.9063  -0.7359  -1.2382
H  -2.2155  -2.3436  -3.2491
H  -2.1012  -4.6869  -2.9481
H  -1.5731  -5.5947  -0.6190
H  -1.3334  -4.1139  1.2233
H  -3.8822  -2.4377  1.7630
H  -5.2231  -3.0076  3.6782
H  -4.2613  -3.1951  5.9534
H  -1.7431  -2.7122  6.2523
H  -0.4649  -2.0764  4.3585
Cl  1.4523  -5.9890  -4.6304
C  1.3083  -4.2668  -4.1090
C  1.1502  -3.3139  -5.0981
C  1.0768  -1.9919  -4.6943
I  1.0541  -0.4419  -6.1916
C  1.2362  -1.4634  -3.4115
O  1.1642  -0.2170  -3.1555
C  1.4947  -2.5341  -2.4275
N  1.6600  -2.0640  -1.1566
C  1.8237  -2.8752  -0.1542
C  1.8061  -4.2784  -0.3861
C  1.6169  -4.7682  -1.6207
C  1.5075  -3.8924  -2.7565
H  1.1855  -3.5927  -6.1222
H  1.8051  -2.5264  0.9191
H  1.8928  -4.9910  0.4907
H  1.6162  -5.8245  -1.7264
C  3.4194  -0.3984  3.3831
C  4.2494  -0.5414  2.1628
N  5.5155  -0.7679  2.1683
N  5.8651  -0.6068  0.8403
C  4.8724  -0.2201  0.0379
S  5.0009  0.2220  -1.5350
N  3.7720  -0.2263  0.8944
N  2.4597  0.1036  0.5184
H  3.6546  -1.2410  4.0465
H  2.3196  -0.2993  3.0918
H  3.6903  0.5076  3.8770
H  6.8504  -0.7958  0.5654
H  1.9307  -0.6753  0.1692
H  2.0713  0.9555  0.9265
C  3.5933  4.9650  1.0008
S  3.4379  3.2244  0.6860
O  2.4288  2.7114  1.6438
O  4.7082  2.4777  0.7371
O  2.8732  3.2372  -0.6557
H  3.8613  5.0726  2.0172
H  2.5844  5.3620  0.8372
H  4.3666  5.4018  0.4154

Record order is preserved below.
F_max: 3.12; 0.91; 1.19; 2.58; 3.47 eV Å⁻¹